[1]
{"formula": "C52H132B3Cl3F12N6O12P", "method": "wB97M-V/def2-TZVPD", "multiplicity": 1, "energy_ha": -6287.08197, "total_charge": 1, "species": ["C", "C", "C", "C", "P", "C", "C", "C", "C", "C", "C", "C", "C", "C", "C", "C", "C", "H", "H", "H", "H", "H", "H", "H", "H", "H", "H", "H", "H", "H", "H", "H", "H", "H", "H", "H", "H", "H", "H", "H", "H", "H", "H", "H", "H", "H", "H", "H", "H", "H", "H", "H", "H", "C", "O", "C", "C", "N", "H", "H", "C", "C", "O", "C", "H", "H", "H", "H", "H", "H", "H", "H", "H", "H", "H", "H", "H", "H", "C", "O", "C", "C", "N", "H", "H", "C", "C", "O", "C", "H", "H", "H", "H", "H", "H", "H", "H", "H", "H", "H", "H", "H", "H", "C", "O", "C", "C", "N", "H", "H", "C", "C", "O", "C", "H", "H", "H", "H", "H", "H", "H", "H", "H", "H", "H", "H", "H", "H", "C", "O", "C", "C", "N", "H", "H", "C", "C", "O", "C", "H", "H", "H", "H", "H", "H", "H", "H", "H", "H", "H", "H", "H", "H", "C", "O", "C", "C", "N", "H", "H", "C", "C", "O", "C", "H", "H", "H", "H", "H", "H", "H", "H", "H", "H", "H", "H", "H", "H", "C", "O", "C", "C", "N", "H", "H", "C", "C", "O", "C", "H", "H", "H", "H", "H", "H", "H", "H", "H", "H", "H", "H", "H", "H", "B", "F", "F", "F", "F", "B", "F", "F", "F", "F", "B", "F", "F", "F", "F", "Cl", "Cl", "Cl"], "xyz": [[-7.96515, -4.09825, 1.74826], [-7.88132, -3.36691, 0.36947], [-7.40140, -1.88144, 0.59281], [-6.98765, -1.37576, -0.77936], [-6.23428, 0.23013, -0.99428], [-7.74038, 1.31496, -0.74407], [-7.60083, 2.68241, -0.05855], [-8.97485, 3.29311, -0.21579], [-8.98349, 4.62780, 0.60778], [-4.90745, 0.31915, 0.22724], [-3.70293, 1.13008, -0.22265], [-3.20163, 2.19210, 0.75430], [-2.66694, 1.49788, 1.96800], [-5.53713, 0.46873, -2.63379], [-6.30858, -0.06772, -3.77074], [-5.61457, 0.15296, -5.11116], [-5.21386, 1.58982, -5.41609], [-8.54089, -3.51884, 2.49297], [-7.00446, -4.03886, 2.17509], [-8.25007, -5.15394, 1.66957], [-8.83633, -3.31734, -0.08886], [-7.15450, -3.92499, -0.28533], [-6.49164, -1.92998, 1.17479], [-8.11204, -1.27493, 1.19450], [-7.88263, -1.33536, -1.37465], [-6.26704, -2.04946, -1.25457], [-8.42039, 0.73384, -0.16861], [-8.15158, 1.42237, -1.76589], [-6.85051, 3.34997, -0.57153], [-7.33655, 2.62254, 1.00000], [-9.69377, 2.57822, 0.10958], [-9.03339, 3.47519, -1.33102], [-8.45692, 4.63249, 1.55999], [-10.04401, 4.79358, 0.82832], [-8.67377, 5.52267, 0.07260], [-4.65618, -0.65271, 0.53861], [-5.38480, 0.72004, 1.13365], [-3.86274, 1.68710, -1.14074], [-2.83021, 0.58825, -0.42818], [-3.95443, 2.98824, 0.96740], [-2.42409, 2.71599, 0.20260], [-3.46306, 0.89619, 2.40330], [-2.25229, 2.18412, 2.73879], [-1.81661, 0.82047, 1.72340], [-4.53439, 0.20540, -2.56790], [-5.43441, 1.56829, -2.80229], [-7.26929, 0.39199, -3.71621], [-6.47576, -1.15614, -3.62607], [-6.31806, -0.15078, -5.83325], [-4.79103, -0.52874, -5.15429], [-6.02142, 2.28651, -5.55038], [-4.63655, 1.65502, -6.33398], [-4.44295, 1.98763, -4.65641], [6.16670, 4.51592, 4.18979], [7.23107, 4.00281, 3.34287], [7.37137, 4.41278, 2.01969], [7.02594, 3.28978, 1.09420], [7.79675, 2.02317, 1.39856], [8.60163, 2.36824, 1.96220], [7.24159, 1.41049, 2.04005], [8.32251, 1.15146, 0.30078], [9.86612, 1.25529, 0.32800], [10.27280, 2.56789, 0.34664], [11.58239, 2.76517, 0.73330], [6.35713, 5.50806, 4.45209], [6.18551, 3.88709, 5.10480], [5.19174, 4.35645, 3.70572], [8.41544, 4.62519, 1.90634], [6.83781, 5.37868, 1.77873], [7.23013, 3.63696, 0.10673], [6.01182, 3.17774, 1.07543], [8.01317, 1.56260, -0.67568], [8.01206, 0.10725, 0.44950], [10.15492, 0.75962, -0.58906], [10.27629, 0.65878, 1.16281], [12.29004, 1.98836, 0.36558], [11.69332, 2.91867, 1.83436], [11.94875, 3.74944, 0.31164], [0.72235, 3.32987, -6.11136], [1.11531, 4.25361, -5.12388], [2.21488, 3.92322, -4.28712], [1.84248, 2.89528, -3.21800], [0.84506, 3.42920, -2.30395], [1.07231, 4.35407, -2.03652], [-0.01015, 3.50468, -2.82703], [0.63197, 2.60947, -1.04729], [0.30991, 3.55873, 0.07809], [-0.81438, 4.19776, -0.34461], [-1.23415, 5.23100, 0.49275], [1.17733, 3.60662, -7.04689], [-0.41738, 3.44592, -6.14070], [0.98066, 2.31172, -5.78796], [2.51051, 4.85229, -3.75019], [2.96463, 3.45970, -4.91507], [2.75342, 2.60388, -2.69730], [1.48216, 1.95713, -3.60048], [1.59239, 2.22219, -0.85302], [-0.13063, 1.84150, -1.20568], [1.11075, 4.29386, 0.28178], [0.21240, 2.94782, 0.95092], [-0.38777, 5.99243, 0.57248], [-1.18401, 4.80988, 1.55066], [-2.21685, 5.60937, 0.29334], [0.90733, 3.54372, 4.06506], [1.67020, 2.65609, 4.79320], [3.01117, 2.39981, 4.33515], [3.69662, 1.18179, 4.99160], [2.83147, -0.05862, 5.09308], [1.81746, 0.13790, 5.18064], [2.79522, -0.54206, 4.21200], [3.36560, -0.94022, 6.15052], [2.40984, -1.87559, 6.88971], [1.55065, -2.47619, 5.94504], [0.27347, -2.75776, 6.33669], [-0.14875, 3.52762, 4.32452], [0.97035, 3.34247, 2.99897], [1.21049, 4.56915, 4.24482], [3.68576, 3.23266, 4.55451], [2.97270, 2.17168, 3.26149], [3.97150, 1.44937, 6.02974], [4.61588, 0.89806, 4.52408], [3.81535, -0.30511, 6.94927], [4.26775, -1.48215, 5.71564], [1.87236, -1.23458, 7.66922], [3.03213, -2.65915, 7.35582], [-0.09794, -1.88778, 6.89746], [0.14208, -3.56358, 7.04956], [-0.32407, -2.86553, 5.43246], [-4.17781, -2.32125, 3.26702], [-2.90887, -2.98068, 3.41348], [-1.91787, -2.30476, 2.66782], [-0.97310, -3.32218, 2.06067], [-1.72178, -4.05883, 0.97754], [-2.62095, -3.58908, 0.87629], [-1.20039, -3.87551, 0.07332], [-2.04336, -5.54763, 1.13816], [-0.76675, -6.46419, 1.02819], [0.08596, -6.17050, -0.03983], [-0.44905, -6.62409, -1.33952], [-4.79444, -2.88681, 3.95372], [-4.52184, -2.33869, 2.24304], [-4.16327, -1.27727, 3.65144], [-1.35348, -1.60747, 3.32695], [-2.47767, -1.88967, 1.82860], [-0.63143, -4.04367, 2.78594], [-0.11706, -2.87245, 1.63257], [-2.70836, -5.81791, 0.33896], [-2.54785, -5.57657, 2.09692], [-1.17773, -7.50013, 0.98811], [-0.29132, -6.34985, 2.02215], [-1.45517, -6.26099, -1.42924], [-0.44836, -7.72869, -1.39595], [0.21964, -6.20055, -2.05694], [3.15189, -4.67021, 2.42361], [3.50588, -4.06236, 1.21229], [4.77299, -3.44880, 1.21948], [4.85902, -2.38798, 0.08142], [3.90971, -1.24070, 0.39287], [2.92599, -1.55222, 0.51945], [4.29591, -0.94799, 1.30857], [3.90066, 0.01613, -0.54350], [5.24188, 0.62177, -0.79399], [6.08643, -0.15095, -1.65428], [5.50756, -0.44572, -2.93046], [2.08336, -4.89447, 2.28933], [3.27565, -3.96467, 3.28511], [3.68876, -5.61034, 2.55177], [5.53644, -4.21429, 1.05381], [4.98250, -3.05099, 2.21410], [4.49765, -2.73569, -0.86244], [5.90816, -1.94990, 0.06626], [3.13122, 0.66027, -0.03343], [3.48644, -0.27829, -1.50230], [5.62691, 0.75641, 0.18842], [5.11067, 1.57588, -1.24433], [4.67135, -1.14871, -2.80510], [6.31242, -0.88958, -3.56271], [5.16866, 0.50062, -3.37754], [-1.94785, -3.53204, -7.70544], [-1.53233, -2.89090, -6.46900], [-2.38464, -1.80986, -6.10206], [-1.56983, -0.69605, -5.47652], [-1.07175, -0.72801, -4.07113], [-0.03696, -0.46853, -4.05175], [-1.59855, -0.02248, -3.49846], [-1.02292, -2.09802, -3.36050], [-0.39990, -1.78210, -2.02192], [-0.18096, -2.98646, -1.22002], [1.11344, -3.56395, -1.19324], [-2.95417, -3.84484, -7.64538], [-1.27348, -4.40011, -7.86411], [-1.96601, -2.80182, -8.52525], [-3.17997, -2.11749, -5.44877], [-2.78967, -1.37071, -7.03391], [-2.18788, 0.17140, -5.60492], [-0.68553, -0.57138, -6.11311], [-0.47650, -2.78994, -4.00521], [-2.00603, -2.42565, -3.14393], [-1.12177, -1.16955, -1.43476], [0.50109, -1.14407, -2.09888], [1.84740, -2.78329, -0.87118], [1.38958, -3.97264, -2.16494], [1.00266, -4.40163, -0.49241], [3.72390, 5.02620, -0.25507], [3.18637, 5.14899, 1.07754], [3.92668, 3.63454, -0.58834], [2.65868, 5.51545, -1.08239], [4.92908, 5.67649, -0.52039], [1.20264, -0.12582, 2.22298], [1.18495, 1.23773, 1.90549], [2.59795, -0.50565, 2.48701], [0.44391, -0.46291, 3.35636], [0.76369, -0.89681, 1.13135], [-4.24609, -3.44768, -1.16653], [-4.27596, -2.15780, -1.61269], [-2.98674, -4.11124, -1.24639], [-4.51406, -3.33344, 0.30156], [-5.28673, -4.25059, -1.71217], [-2.14672, 1.97845, -2.93394], [5.90274, -0.14066, 2.40974], [2.12886, -0.74712, -4.08778]], "mulliken_charge": [-1.382, -0.275, -0.021, -1.267, 1.091, -1.496, -0.482, -0.478, -1.310, 0.211, 0.236, -0.664, -0.580, -0.119, -1.024, 0.115, -1.167, 0.381, 0.246, 0.360, 0.573, 0.091, -0.486, 0.621, 0.974, -0.154, 0.790, 0.461, 0.275, 0.446, 0.403, 0.308, 0.354, 0.370, 0.332, -0.584, 1.197, -0.087, -0.422, 0.448, -0.036, 0.320, 0.321, -0.182, 0.121, 0.765, 0.412, 0.252, 0.499, -0.354, 0.363, 0.407, 0.141, -0.342, -0.389, -1.020, -0.318, 0.418, 0.616, 0.079, 0.182, -1.060, -0.291, -0.792, 0.405, 0.221, 0.030, 0.472, 0.379, 0.328, 0.218, 0.232, -0.210, 0.553, 0.441, 0.348, 0.303, 0.242, -0.537, -0.402, -0.861, 1.169, 0.131, 0.603, 0.579, 0.687, 0.026, -0.392, -0.875, 0.327, 0.160, 0.245, 0.326, 0.513, -0.467, -0.651, -0.579, -0.515, 0.553, 0.006, 0.353, 0.239, 0.278, -0.435, -0.466, 0.004, -1.195, 0.750, 0.371, -0.546, -0.210, -0.687, -0.147, -0.641, 0.293, -0.034, 0.451, 0.856, -0.478, 0.614, 0.256, 0.360, 0.360, 0.365, 0.352, 0.407, 0.313, -0.064, -0.731, -0.515, 0.247, -0.238, 2.737, -0.462, 0.010, -0.900, -0.885, -0.311, -0.675, 0.404, 0.131, 0.272, 0.290, 0.026, 0.346, -0.574, 0.326, 0.660, 0.475, 0.362, 0.227, 0.339, 0.215, -0.270, -0.122, -0.913, -0.305, 3.236, -0.936, -1.280, 1.398, -0.364, -0.438, -0.548, -0.225, 0.207, 0.349, 0.473, 0.384, 0.494, 0.028, -1.296, -0.133, -0.673, 1.010, 0.132, 0.324, 0.252, -0.872, -0.299, -0.731, -0.707, 1.453, -0.518, -0.896, -0.901, 0.686, -0.058, -0.249, 0.388, 0.222, 0.327, 0.201, 0.626, 0.687, 0.194, 0.439, 0.318, -0.110, -0.643, -0.496, 0.241, 0.264, 0.026, -0.413, 0.074, -0.399, -0.279, 0.362, -0.174, -0.401, -0.615, -0.017, -0.774, 0.131, 0.097, -0.667, -0.281, -0.678, -0.668, -0.573]}

---

[2]
{"formula": "C23H18N6O", "method": "wB97M-V/def2-TZVPD", "multiplicity": 1, "smiles": "Cn1ccc2ccc(-c3cc(Nc4cnccc4C(N)=O)cc4nccnc34)cc21", "energy_ha": -1291.05284, "total_charge": 0, "species": ["O", "N", "N", "N", "C", "C", "C", "C", "C", "C", "C", "C", "C", "C", "C", "C", "C", "C", "C", "C", "C", "C", "C", "C", "C", "C", "N", "N", "N", "C", "H", "H", "H", "H", "H", "H", "H", "H", "H", "H", "H", "H", "H", "H", "H", "H", "H", "H"], "xyz": [[-4.62118, 3.06561, -0.17669], [0.36558, 4.06864, 0.23329], [-2.83735, -2.05929, -2.84791], [-0.65607, -3.43425, -1.72627], [-3.87349, 4.01091, -0.46236], [4.39926, -3.41773, 2.46109], [4.99160, -2.18180, 2.55466], [-2.49357, -3.27644, -3.28360], [-1.38479, -3.95708, -2.74089], [-0.30272, 5.18065, -0.08265], [-0.29122, 2.88110, 0.30981], [-1.68710, 5.15631, -0.31791], [2.17255, -4.09883, 1.24394], [1.07462, -3.55735, 0.63515], [1.91176, -1.30803, 0.84585], [-0.75431, -0.31573, 0.23605], [-2.41562, 3.96903, -0.22089], [3.16233, -3.19921, 1.68023], [0.89346, -2.15662, 0.45231], [-1.71185, 2.76356, 0.09484], [-1.88873, 0.34794, -0.27108], [3.04391, -1.82960, 1.48393], [-2.57081, -0.30406, -1.28712], [-0.30929, -1.55540, -0.21447], [-2.12818, -1.52466, -1.82584], [-1.02070, -2.21048, -1.24095], [-4.53049, 5.03110, -1.09213], [-2.39642, 1.53913, 0.17948], [4.17283, -1.21490, 1.95643], [4.61098, 0.14352, 1.61967], [4.75937, -4.36158, 2.84532], [5.94309, -2.02700, 3.07735], [-3.04345, -3.74843, -4.09819], [-1.04083, -4.88009, -3.14315], [0.24150, 6.10067, -0.27520], [0.30902, 2.01422, 0.49075], [-2.12467, 6.13943, -0.57855], [2.20728, -5.15517, 1.50931], [0.27350, -4.20530, 0.37217], [1.93549, -0.21751, 0.65339], [-0.25710, 0.11414, 1.10209], [-3.46014, 0.16381, -1.68321], [-3.95332, 5.58665, -1.70874], [-5.48025, 4.75907, -1.38910], [-3.39967, 1.69998, 0.02478], [5.67468, 0.24851, 1.74055], [4.14378, 0.88122, 2.30109], [4.34674, 0.33135, 0.56339]], "mulliken_charge": [-0.734, -0.609, -0.655, -0.533, 0.983, -1.149, -0.242, -0.278, -0.465, -0.485, -0.263, -0.652, -1.112, -0.387, -0.333, -0.313, 0.268, 1.146, 0.397, 0.269, -0.799, -0.292, -0.095, 0.051, 0.086, 0.137, -0.524, -0.296, 0.136, -0.988, 0.422, 0.356, 0.378, 0.463, 0.357, 0.573, 0.346, 0.347, 0.465, 0.261, 1.422, 0.506, 0.212, 0.276, 0.348, 0.375, 0.278, 0.343]}